[1]
# C51H28IN6O7Ta

C51H28IN6O7Ta as an isolated structure (the ωB97M-V functional and the def2-TZVPD basis, OMol25).

CARTESIAN COORDINATES (ANGSTROEM)
Ta1 -1.03719 -1.00014 0.63497
I1 -3.29414 0.87575 2.16637
C1 -1.73957 1.87723 3.11386
C2 -2.12638 2.90030 3.93546
C3 -1.16332 3.64727 4.63644
C4 0.15230 3.33958 4.47350
C5 0.56639 2.29668 3.61132
C6 1.95409 2.07387 3.44430
C7 2.38431 1.13125 2.56918
C8 1.44371 0.34666 1.87246
C9 0.07449 0.45619 2.00879
C10 -0.38064 1.50042 2.89528
H1 -3.17655 3.13850 4.04235
H2 -1.47489 4.45755 5.28438
H3 0.92111 3.90146 4.99291
H4 2.65292 2.67385 4.01698
H5 3.44191 0.95152 2.41499
H6 1.85779 -0.38903 1.19798
C11 -3.02249 -2.97630 4.20113
C12 -3.38060 -4.22633 3.71531
C13 -3.01653 -4.59318 2.43297
C14 -2.31655 -3.70308 1.61353
C15 -2.04154 -2.39261 2.04292
C16 -2.36610 -2.08050 3.36715
C17 -1.72605 -4.09691 0.34245
C18 -1.75729 -5.37262 -0.21213
C19 -0.99678 -5.68680 -1.31415
C20 -0.16099 -4.71568 -1.91233
C21 0.77388 -4.92756 -2.93010
C22 1.73986 -3.90675 -3.18165
C23 1.63138 -2.64499 -2.70783
C24 0.33969 -2.25016 -2.04817
C25 -0.27877 -3.40799 -1.34080
N1 -0.98814 -3.13146 -0.26279
H7 -3.24855 -2.69931 5.22433
H8 -3.90719 -4.93120 4.34880
H9 -3.24505 -5.59222 2.08216
H10 -2.08031 -1.12344 3.78734
H11 -2.36011 -6.13802 0.25861
H12 -1.00494 -6.69678 -1.70960
H13 0.90103 -5.92219 -3.34016
H14 2.62654 -4.17294 -3.75271
H15 2.38537 -1.88749 -2.88264
H16 -0.39306 -1.96053 -2.83487
O1 -4.42645 -0.86766 -1.76161
C26 -3.43177 -0.36151 -1.30268
O2 -2.63999 -0.99223 -0.45273
C27 -3.02341 1.03734 -1.60299
C28 -3.74641 1.71116 -2.56450
C29 -3.45218 3.03096 -2.86344
C30 -2.45343 3.71081 -2.18442
C31 -1.74674 3.05315 -1.21457
C32 -1.93718 1.66163 -0.90984
O3 -1.17710 1.06625 -0.08598
N2 -0.71278 3.84707 -0.53308
O4 -0.26498 4.81286 -1.13567
O5 -0.38200 3.53493 0.58758
N3 -4.19957 3.72552 -3.89752
O6 -5.01722 3.09110 -4.54208
O7 -3.97465 4.91150 -4.07561
H17 -4.54749 1.19271 -3.07106
H18 -2.22091 4.73783 -2.41707
C33 0.34489 -1.05589 -1.10890
C34 1.08120 -0.02901 -1.38282
C35 1.80228 1.03517 -1.68693
C36 1.37632 1.93655 -2.79315
C37 2.19749 2.95405 -3.28447
C38 1.80339 3.73359 -4.36405
C39 0.59118 3.50505 -4.99591
C40 -0.21919 2.47196 -4.54143
C41 0.16813 1.70195 -3.45966
C42 3.07525 1.26724 -0.94757
C43 3.97131 0.21872 -0.73695
C44 5.14373 0.41980 -0.02250
C45 5.44287 1.67531 0.49155
C46 4.55051 2.72099 0.29974
C47 3.37541 2.51872 -0.40891
H19 3.15591 3.14168 -2.82098
H20 2.45737 4.52365 -4.71484
H21 0.28303 4.11518 -5.83622
H22 -1.16174 2.26081 -5.03442
H23 -0.45918 0.88183 -3.13265
H24 3.73065 -0.76132 -1.13361
H25 5.82163 -0.40980 0.13636
H26 6.35555 1.83226 1.05370
H27 4.75580 3.69684 0.72468
H28 2.66784 3.33099 -0.52634
N4 0.58601 -2.24276 1.60366
C48 1.21340 -2.75605 2.42666
C49 1.96690 -3.36392 3.41915
C50 3.12780 -2.70800 3.89611
N5 4.07698 -2.17872 4.28976
C51 1.59469 -4.62615 3.93877
N6 1.31386 -5.65600 4.38118

The spin multiplicity is 1. The energy relative to the best compared isomer or geometry (same formula, charge and spin) is 0.196 eV. The total energy comes out at -86264.3689 eV. The calculation puts the HOMO energy at -1.037 eV. The charge is -2.

---

[2]
# C35H33Br2GeNNaS

C35H33Br2GeNNaS as an isolated structure (the ωB97M-V functional and the def2-TZVPD basis, OMol25).

CARTESIAN COORDINATES (ANGSTROEM)
Na1 -0.61779 -0.90431 -1.54421
C1 -3.15975 1.60857 5.02353
C2 -2.64195 2.07529 3.65662
C3 -2.94301 3.57047 3.48681
C4 -1.12541 1.87848 3.63369
C5 -3.33362 1.31036 2.52773
C6 -4.72929 1.14004 2.56445
C7 -5.41855 0.51147 1.54820
C8 -4.69876 0.02634 0.46368
S1 -5.25364 -0.77758 -0.96110
C9 -3.59924 -0.88478 -1.53611
N1 -2.71863 -0.36859 -0.72409
C10 -3.31315 0.16789 0.40411
C11 -2.63718 0.82231 1.43535
C12 -3.30757 -1.50596 -2.84216
C13 -4.37917 -2.06730 -3.55057
C14 -4.16639 -2.64283 -4.78464
C15 -2.87663 -2.64757 -5.30870
C16 -1.83100 -2.09226 -4.58591
C17 -1.98220 -1.49913 -3.32271
H1 -2.56333 2.05996 5.81729
H2 -3.09156 0.52486 5.12022
H3 -4.19522 1.89988 5.19156
H4 -2.47526 4.14696 4.28615
H5 -4.01705 3.75732 3.51445
H6 -2.56281 3.93452 2.53107
H7 -0.67838 2.38028 4.49219
H8 -0.68081 2.31250 2.73814
H9 -0.85776 0.82153 3.67820
H10 -5.29084 1.52215 3.40391
H11 -6.49316 0.40391 1.59703
H12 -1.56654 0.94093 1.35143
H13 -5.38538 -2.05900 -3.14524
H14 -4.99023 -3.07791 -5.33389
H15 -2.69651 -3.08939 -6.28227
H16 -0.84572 -2.12250 -5.04101
Br1 1.39158 -3.44264 -3.18255
C18 0.73893 -4.75372 -1.93449
Br2 -0.62727 -4.07779 -0.75868
H17 1.56998 -5.08682 -1.32363
H18 0.30295 -5.56284 -2.50863
C19 0.76940 -1.09985 1.71807
Ge1 1.75685 -0.80146 0.03724
C20 3.50786 -1.64655 0.32568
C21 4.26601 -1.11963 1.37183
C22 5.49937 -1.66329 1.69796
C23 5.99333 -2.74269 0.98078
C24 5.25261 -3.27039 -0.06471
C25 4.01741 -2.72454 -0.38913
C26 2.03558 1.10857 -0.25936
C27 1.41405 2.00877 0.56797
C28 1.59400 3.40083 0.40964
C29 2.38247 3.87281 -0.59553
C30 3.02630 2.98327 -1.49223
C31 3.83289 3.46507 -2.55170
C32 4.43657 2.60209 -3.41769
C33 4.26124 1.21029 -3.26355
C34 3.49084 0.72029 -2.24963
C35 2.85015 1.58874 -1.33145
H19 1.08307 -0.35826 2.45312
H20 1.03843 -2.09202 2.07506
H21 -0.31261 -1.04986 1.61193
H22 3.90040 -0.26794 1.93414
H23 6.07643 -1.24039 2.50936
H24 6.95499 -3.16750 1.23420
H25 5.63767 -4.10724 -0.63334
H26 3.45870 -3.13804 -1.22059
H27 0.78085 1.65823 1.37261
H28 1.10233 4.08483 1.08948
H29 2.52382 4.93822 -0.73008
H30 3.95791 4.53534 -2.66364
H31 5.04716 2.97975 -4.22672
H32 4.74161 0.53040 -3.95365
H33 3.36964 -0.35095 -2.14130

The spin multiplicity is 2. The energy relative to the best compared isomer or geometry (same formula, charge and spin) is 0.336 eV. The total energy comes out at -250172.6189 eV. The calculation puts the HOMO energy (spin up / spin down) at -6.985 / -6.950 eV. The charge is 0.

---

[3]
# C12H24CoI2O12

C12H24CoI2O12 as an isolated structure (the ωB97M-V functional and the def2-TZVPD basis, OMol25).

CARTESIAN COORDINATES (ANGSTROEM)
Co1 0.33659 0.35893 -0.15548
I1 -1.81139 1.63850 -1.55321
I2 2.56453 -0.69951 1.13118
C1 4.21448 2.16926 -1.76330
O1 3.41244 1.93056 -2.87640
C2 2.16797 1.30910 -2.83385
O2 1.59862 0.94076 -1.81582
O3 1.77005 1.05888 -4.02948
C3 0.54623 0.36962 -4.26283
H1 3.67782 2.74666 -1.01050
H2 5.12695 2.62536 -2.14731
H3 4.56488 1.23354 -1.32769
H4 -0.28401 1.07450 -4.30696
H5 0.41368 -0.44244 -3.54791
H6 0.64871 -0.10122 -5.24053
C4 0.47494 4.48510 -0.59391
O4 0.82859 4.41625 0.81310
C5 0.89476 3.22765 1.40082
O5 0.71671 2.14426 0.83219
O6 1.05361 3.41817 2.74585
C6 0.91244 2.31292 3.62120
H7 1.01544 3.86515 -1.30917
H8 0.75856 5.48387 -0.92573
H9 -0.60552 4.40580 -0.71413
H10 1.34986 2.69459 4.54374
H11 1.51168 1.44222 3.35495
H12 -0.13786 2.07273 3.78631
C7 -2.78570 -2.47006 -1.46545
O7 -1.56369 -3.14658 -1.75424
C8 -0.38336 -2.70724 -1.34106
O8 -0.15283 -1.57560 -0.94663
O9 0.60128 -3.70729 -1.41096
C9 0.31367 -5.00275 -2.00614
H13 -3.59578 -2.99286 -1.97392
H14 -2.82615 -1.43189 -1.79508
H15 -3.15839 -2.51477 -0.44212
H16 0.36232 -4.88177 -3.08830
H17 -0.65609 -5.44662 -1.78110
H18 1.01406 -5.73438 -1.60330
C10 -4.08708 -1.52205 2.81255
O10 -3.07423 -1.19411 1.86813
C11 -1.81706 -0.84506 2.25524
O11 -0.99208 -0.30224 1.49807
O12 -1.59118 -1.21226 3.50901
C12 -0.33369 -1.23218 4.07327
H19 -3.87064 -2.46270 3.31893
H20 -5.04469 -1.61749 2.30071
H21 -4.20962 -0.70663 3.52542
H22 0.26694 -2.09395 3.78227
H23 -0.30779 -1.04107 5.14607
H24 0.17103 -0.33964 3.70350

The spin multiplicity is 5. The total energy comes out at -91224.5325 eV. The calculation puts the HOMO energy (spin up / spin down) at -11.890 / -11.034 eV. The charge is +1.

---

[4]
# C16H31NO2

C16H31NO2 in the gas phase (the ωB97M-V functional and the def2-TZVPD basis, OMol25).

CARTESIAN COORDINATES (ANGSTROEM)
C1 -6.48952 -1.39213 -0.83312
C2 -5.23427 -0.97889 -0.12129
C3 -4.43530 -2.12762 0.41757
C4 -4.89458 0.29949 -0.00574
C5 -3.66493 0.84517 0.65416
C6 -2.49200 0.90826 -0.34259
C7 -1.23819 1.40577 0.32083
C8 -1.24745 2.85819 0.70678
C9 -0.23726 0.57105 0.57975
C10 1.05500 0.88147 1.26832
N1 2.19350 0.51295 0.43320
C11 2.26737 1.29653 -0.78422
C12 2.48799 0.44677 -2.05270
C13 1.44216 -0.65040 -2.18854
O1 3.75475 -0.18212 -2.07845
C14 3.43095 0.39397 1.18962
C15 3.92040 -1.06577 1.34586
C16 2.76958 -2.02240 1.66241
O2 4.65245 -1.49292 0.22573
H1 -7.01729 -0.53222 -1.23703
H2 -7.15510 -1.91865 -0.14922
H3 -6.25268 -2.07241 -1.65087
H4 -5.07205 -2.77724 1.01741
H5 -4.04403 -2.72265 -0.40801
H6 -3.59937 -1.79875 1.02606
H7 -5.53572 1.04506 -0.45909
H8 -3.36713 0.22747 1.50306
H9 -3.87298 1.84885 1.02832
H10 -2.76622 1.57101 -1.16755
H11 -2.32906 -0.09018 -0.75139
H12 -1.56640 2.97383 1.74281
H13 -0.26068 3.30557 0.61043
H14 -1.93865 3.41351 0.07679
H15 -0.32479 -0.46157 0.27172
H16 1.10327 1.94038 1.57026
H17 1.10675 0.27405 2.17609
H18 3.06502 2.05847 -0.73187
H19 1.31800 1.81951 -0.92275
H20 2.41232 1.13081 -2.91617
H21 1.65358 -1.24533 -3.07265
H22 0.45122 -0.21451 -2.27075
H23 1.48305 -1.29307 -1.31492
H24 4.44549 0.47407 -1.93390
H25 3.30360 0.82298 2.19162
H26 4.23706 0.95303 0.70011
H27 4.64236 -1.08893 2.17299
H28 2.00028 -1.94171 0.89958
H29 3.14618 -3.04194 1.67899
H30 2.33651 -1.79095 2.63194
H31 4.13500 -1.30166 -0.57609

The spin multiplicity is 1. The energy relative to the best compared isomer or geometry (same formula, charge and spin) is 2.358 eV. Its structure (SMILES) is CC(C)=CCC/C(C)=C/CN(C[C@H](C)O)C[C@@H](C)O. The total energy comes out at -22679.1070 eV. The calculation puts the HOMO energy at -8.458 eV. The charge is 0.